1.
{"formula": "C11H27I2N6O14S2", "method": "ωB97M-V/def2-TZVPD", "spin_multiplicity": 1, "total_energy_ha": -3208.53828, "lumo_energy_ev": 1.2, "total_charge": -1, "orbital_gap_ev": 7.52, "molar_mass_g_mol": 785.31, "symbols": ["C", "C", "C", "I", "S", "O", "O", "N", "S", "O", "O", "C", "C", "C", "I", "H", "H", "H", "H", "H", "H", "H", "H", "H", "H", "H", "H", "C", "N", "O", "O", "H", "H", "H", "C", "N", "O", "O", "H", "H", "H", "C", "N", "O", "O", "H", "H", "H", "C", "N", "O", "O", "H", "H", "H", "C", "N", "O", "O", "H", "H", "H"], "xyz": [[1.30874, 0.67620, -0.22591], [0.09269, 0.65002, -1.20826], [-1.17098, -0.13605, -0.72780], [-2.87945, 1.21151, -0.48204], [-1.58818, -1.53679, -1.87437], [-1.79961, -2.76269, -1.06297], [-2.88038, -1.14679, -2.52003], [-0.45332, -1.63456, -3.10403], [0.57525, -2.94668, -2.94594], [1.44948, -2.92423, -4.16667], [-0.10975, -4.27680, -2.92977], [1.73870, -2.77869, -1.54113], [1.08124, -2.87567, -0.14562], [0.47970, -4.25956, 0.18101], [-0.65788, -4.01516, 2.04800], [2.21021, 0.44824, -0.82900], [1.27245, -0.06208, 0.57583], [1.43807, 1.70045, 0.13940], [-0.22811, 1.69581, -1.33714], [0.46397, 0.32466, -2.18871], [-0.97390, -0.52352, 0.28292], [2.17588, -1.76611, -1.61873], [2.58691, -3.46539, -1.67438], [0.31945, -2.11178, 0.03884], [1.88397, -2.69210, 0.59388], [-0.25803, -4.60178, -0.55154], [1.23181, -5.02280, 0.41500], [-2.07494, -2.91610, -5.76580], [-3.32407, -2.89534, -6.57148], [-3.65734, -3.92077, -7.12955], [-3.93225, -1.85137, -6.62359], [-1.64681, -3.91065, -5.81914], [-1.39824, -2.18055, -6.19094], [-2.33547, -2.66146, -4.74042], [-1.06242, 2.12247, 4.38044], [-0.56698, 1.71820, 3.04310], [-0.76938, 2.47469, 2.12120], [0.00268, 0.65367, 2.97626], [-1.54821, 3.08841, 4.29076], [-1.76067, 1.36646, 4.70856], [-0.20500, 2.17970, 5.04332], [2.91885, 0.87293, -4.04092], [3.63721, 1.73635, -3.06677], [3.03859, 2.68222, -2.60796], [4.77515, 1.43073, -2.79552], [1.91803, 1.26657, -4.18171], [3.47964, 0.89389, -4.97112], [2.88451, -0.13219, -3.62782], [2.15869, 5.15244, 1.22316], [2.24375, 4.05353, 2.21520], [3.24193, 3.37310, 2.21441], [1.29915, 3.91064, 2.95634], [3.06796, 5.15477, 0.63178], [1.28943, 4.96047, 0.59921], [2.04868, 6.08235, 1.77460], [-3.44657, 1.26873, 8.56128], [-2.44034, 1.68008, 7.55079], [-2.10174, 2.84132, 7.53322], [-2.02678, 0.82020, 6.80942], [-3.72237, 2.13773, 9.14854], [-4.30463, 0.87296, 8.02492], [-2.98901, 0.50617, 9.18537]], "nbo_charge": [-0.607, -0.474, -0.555, 0.131, 2.162, -0.959, -0.969, -1.144, 2.176, -0.992, -0.954, -0.645, -0.450, -0.454, -0.002, 0.188, 0.221, 0.215, 0.222, 0.244, 0.249, 0.232, 0.248, 0.228, 0.213, 0.273, 0.207, -0.489, 0.540, -0.406, -0.388, 0.231, 0.232, 0.272, -0.482, 0.543, -0.376, -0.389, 0.222, 0.241, 0.238, -0.488, 0.539, -0.386, -0.386, 0.237, 0.231, 0.253, -0.487, 0.539, -0.369, -0.387, 0.233, 0.245, 0.226, -0.486, 0.538, -0.375, -0.374, 0.228, 0.238, 0.236]}

---

2.
{"formula": "C11H27IN5O3", "method": "ωB97M-V/def2-TZVPD", "spin_multiplicity": 1, "total_energy_ha": -1232.67376, "lumo_energy_ev": 2.8, "total_charge": -1, "orbital_gap_ev": 7.66, "molar_mass_g_mol": 404.27, "symbols": ["I", "C", "C", "C", "C", "C", "C", "N", "O", "C", "C", "C", "H", "H", "H", "H", "H", "H", "H", "H", "H", "H", "H", "H", "H", "H", "H", "H", "H", "H", "H", "C", "O", "N", "N", "H", "H", "H", "H", "C", "O", "N", "N", "H", "H", "H", "H"], "xyz": [[1.28136, -1.43034, 3.43421], [1.92738, 0.16230, -3.04029], [1.15838, 0.67177, -1.78210], [0.16696, 1.73990, -2.21607], [-1.11070, 1.18768, -2.82015], [-1.74325, 0.16548, -1.86449], [-0.79870, -0.96338, -1.38242], [0.48274, -0.37894, -1.07054], [1.33755, -1.23633, -0.35454], [-1.44296, -1.53512, -0.12185], [-0.73324, -2.02100, -2.49490], [2.20850, 1.34010, -0.86775], [1.30481, -0.48986, -3.64900], [2.86558, -0.33143, -2.78331], [2.25673, 1.02944, -3.62543], [-0.10613, 2.32391, -1.32534], [0.66628, 2.45946, -2.86995], [-0.93757, 0.74525, -3.80490], [-1.85075, 1.98247, -2.95365], [-2.53079, -0.30257, -2.46520], [-2.18314, 0.63580, -0.98651], [-1.16293, -2.57142, 0.07457], [-1.19203, -0.90329, 0.73273], [-2.53626, -1.51564, -0.16219], [-1.68269, -2.56181, -2.57124], [-0.47604, -1.57159, -3.45195], [0.00195, -2.79727, -2.26003], [3.19265, 0.89649, -0.96332], [1.91536, 1.19097, 0.17462], [2.17653, 2.42038, -1.00557], [1.18013, -0.98481, 0.56728], [-2.81124, -3.11800, 3.13472], [-3.94940, -3.55157, 2.95665], [-2.48569, -1.77171, 3.15383], [-1.72226, -3.88111, 3.46751], [-1.49496, -1.61831, 3.00636], [-3.14816, -1.05017, 2.96021], [-0.87925, -3.48675, 3.86199], [-1.83250, -4.87733, 3.46417], [2.30315, 3.12436, 2.42574], [3.31872, 2.88387, 1.78407], [1.91876, 4.41067, 2.77254], [1.33314, 2.16006, 2.70733], [2.50934, 5.21192, 2.68258], [1.12864, 4.53145, 3.37938], [1.55585, 1.17507, 2.82026], [0.62016, 2.50094, 3.33192]], "nbo_charge": [-0.926, -0.636, 0.130, -0.400, -0.402, -0.390, 0.128, -0.225, -0.588, -0.615, -0.637, -0.598, 0.197, 0.213, 0.192, 0.204, 0.202, 0.191, 0.201, 0.200, 0.204, 0.222, 0.224, 0.204, 0.199, 0.193, 0.220, 0.213, 0.235, 0.203, 0.495, 0.778, -0.693, -0.874, -0.862, 0.417, 0.392, 0.423, 0.389, 0.776, -0.654, -0.861, -0.859, 0.397, 0.371, 0.443, 0.361]}

---

3.
{"formula": "C11H28N2O3", "method": "ωB97M-V/def2-TZVPD", "spin_multiplicity": 1, "total_energy_ha": -770.86246, "lumo_energy_ev": -0.5, "orbital_gap_ev": 3.43, "molar_mass_g_mol": 236.36, "symbols": ["C", "C", "O", "C", "N", "O", "H", "H", "H", "H", "H", "H", "H", "H", "C", "C", "N", "C", "C", "C", "C", "C", "O", "C", "H", "H", "H", "H", "H", "H", "H", "H", "H", "H", "H", "H", "H", "H", "H", "H", "H", "H", "H", "H"], "xyz": [[-4.62972, 0.76812, 0.13418], [-3.11197, 0.92624, -0.00616], [-2.59684, 2.01288, -0.71613], [-2.39344, 1.72452, -2.12245], [-2.37495, 2.92620, -2.80901], [-1.77271, 2.53544, -4.11414], [-4.93214, 0.67747, 1.17878], [-5.00597, -0.11245, -0.38749], [-5.12028, 1.64729, -0.28659], [-2.70989, 0.00325, -0.45907], [-2.65811, 1.01570, 0.99024], [-1.41695, 1.14662, -2.20276], [-3.18595, 0.95581, -2.39051], [-2.51557, 2.18040, -4.61717], [0.28935, 1.49226, 0.72860], [1.21361, 0.60343, -0.06255], [2.36297, -0.03264, 0.70696], [3.20982, 1.06467, 1.26448], [3.25196, -0.78777, -0.25925], [2.66287, -1.98162, -0.98984], [1.92737, -0.87268, 1.88609], [0.89843, -1.97573, 1.68980], [-0.32470, -1.43141, 1.28905], [-1.18468, -2.31411, 0.57725], [0.74697, 2.41353, 1.08612], [-0.49937, 1.75642, 0.01063], [-0.19283, 0.97178, 1.55219], [1.69386, 1.16989, -0.86198], [0.65305, -0.20729, -0.51266], [3.50288, 1.72689, 0.45352], [4.09242, 0.63118, 1.73004], [2.63903, 1.61910, 2.00182], [4.12908, -1.08610, 0.31601], [3.56608, -0.03339, -0.97939], [2.69252, -2.89039, -0.39481], [3.28024, -2.15421, -1.87090], [1.64563, -1.81424, -1.33745], [1.53585, -0.17311, 2.62249], [2.84523, -1.31034, 2.28307], [0.80787, -2.43647, 2.68442], [1.24040, -2.75556, 1.00867], [-1.00672, -3.35444, 0.86123], [-1.04726, -2.20078, -0.50181], [-2.20742, -2.04436, 0.82647]], "nbo_charge": [-0.652, -0.059, -0.568, 0.090, -0.527, -0.688, 0.196, 0.199, 0.235, 0.140, 0.154, 0.041, 0.047, 0.425, -0.676, -0.214, -0.209, -0.406, -0.203, -0.638, -0.231, -0.075, -0.555, -0.253, 0.209, 0.315, 0.228, 0.221, 0.232, 0.234, 0.218, 0.239, 0.211, 0.224, 0.215, 0.247, 0.235, 0.235, 0.219, 0.194, 0.183, 0.172, 0.184, 0.216]}

---

4.
{"formula": "C11H28O17V3", "method": "ωB97M-V/def2-TZVPD", "spin_multiplicity": 1, "total_energy_ha": -4546.37416, "de_lowest_kcal_mol": 550.05, "lumo_energy_ev": -1.8, "total_charge": -1, "orbital_gap_ev": 2.35, "molar_mass_g_mol": 585.16, "symbols": ["O", "V", "O", "O", "V", "O", "O", "V", "O", "C", "O", "O", "O", "C", "O", "O", "O", "O", "H", "H", "O", "H", "H", "C", "C", "C", "O", "H", "H", "H", "H", "H", "H", "H", "H", "C", "C", "C", "O", "H", "H", "H", "H", "H", "H", "H", "H", "C", "C", "C", "O", "H", "H", "H", "H", "H", "H", "H", "H"], "xyz": [[-2.49004, 5.59174, 3.15594], [-1.92335, 4.09996, 3.42836], [-0.37566, 4.21621, 3.80270], [-6.11306, 3.10457, -3.91556], [-5.86906, 1.77418, -3.11189], [-6.96550, 0.70246, -3.57922], [-6.60144, -2.66756, 2.96712], [-5.04323, -2.47223, 3.31238], [-4.42738, -3.76583, 3.93598], [-2.14318, 0.32640, 0.25608], [-1.88621, 0.14568, 1.42918], [-3.10962, -0.36418, -0.08272], [-2.42219, 1.49818, -0.03479], [-4.86666, 1.41514, 6.22726], [-5.18528, 1.75091, 5.08375], [-5.01251, 0.24391, 6.59013], [-3.97265, 2.01467, 6.78385], [-7.96585, 2.96512, 0.50734], [-7.44852, 2.81524, 1.29862], [-8.87326, 2.84571, 0.78765], [0.94899, -0.53732, 7.60560], [1.87992, -0.61609, 7.81392], [0.87562, -0.86174, 6.70805], [2.52522, -7.90356, -1.53090], [1.71128, -6.70773, -1.98135], [0.37043, -6.55762, -1.31549], [2.35354, -5.55152, -1.72795], [2.20933, -8.75465, -2.13418], [2.34899, -8.14685, -0.48311], [3.60651, -7.80742, -1.62924], [1.51965, -6.77567, -3.05222], [-0.33716, -7.30536, -1.67368], [-0.05550, -5.57236, -1.50508], [0.42013, -6.62343, -0.22861], [2.40031, -5.44217, -0.77535], [0.96900, 5.89285, -4.77354], [1.67729, 6.64586, -5.96165], [0.73254, 6.76396, -7.09675], [1.99013, 8.00674, -5.47635], [0.06189, 5.37852, -5.09090], [0.64606, 6.71039, -4.12900], [1.59884, 5.07396, -4.42594], [2.58146, 6.15092, -6.31605], [1.12481, 7.50162, -7.79681], [-0.26683, 7.14744, -6.89106], [0.74889, 5.74387, -7.48048], [1.24748, 8.58149, -5.27705], [5.61905, -2.75048, 2.54713], [4.51268, -1.78610, 2.70887], [4.64358, -0.54106, 1.80086], [3.26346, -2.49003, 2.51924], [6.51512, -2.47434, 3.10293], [5.87108, -2.81519, 1.48865], [5.34913, -3.79497, 2.70302], [4.54539, -1.47442, 3.75285], [3.70112, -0.00170, 1.89546], [4.74243, -0.77364, 0.74055], [5.49026, 0.07907, 2.09525], [2.55246, -1.85145, 2.42816]], "lowdin_charge": [-0.395, 1.111, -0.377, -0.443, 0.981, -0.459, -0.397, 1.095, -0.371, -1.024, 0.035, 0.055, 0.036, -1.084, 0.034, 0.092, 0.111, -0.059, 0.030, 0.029, -0.050, 0.023, 0.027, -0.052, -0.570, -0.065, -0.029, 0.075, 0.075, 0.078, 0.139, 0.080, 0.086, 0.081, 0.102, -0.040, -0.439, -0.100, -0.097, 0.065, 0.078, 0.072, 0.134, 0.079, 0.086, 0.087, 0.075, -0.079, -0.496, -0.047, -0.054, 0.084, 0.076, 0.082, 0.125, 0.074, 0.079, 0.079, 0.078]}